[1]
DFT (ωB97M-V with the def2-TZVPD basis set) results for a gas-phase ion, C4H8NO2 (charge +1) in a non-equilibrium geometry.

Last column: natural (NBO) charge in e.
Positions of all 15 atoms, in Å:
C (1.34292, -0.93710, 0.22658)  0.344
C (-0.96792, 0.12877, 1.05838)  -0.269
C (-0.33699, 0.40415, -1.11017)  -0.269
C (0.84254, 0.39790, -0.12102)  0.317
N (-1.31868, -0.34649, -0.29427)  -0.546
O (0.76404, -1.94510, -0.12040)  -0.538
O (1.48381, 1.52914, 0.05548)  -0.610
H (2.25580, -0.97266, 0.84195)  0.163
H (-1.01801, -0.59306, 1.85717)  0.235
H (-1.26377, 1.14453, 1.27046)  0.227
H (-0.65669, 1.42830, -1.30482)  0.257
H (-0.09260, -0.09217, -2.05394)  0.251
H (-1.00879, -1.34466, -0.34972)  0.476
H (-2.30972, -0.26161, -0.55697)  0.444
H (2.28407, 1.46005, 0.60130)  0.516

Results
LUMO level (spin up / spin down) in eV: -5.0 / -5.0
DFT total energy in eV: -9853.18536
Energy relative to the best compared isomer or geometry (same formula, charge and spin) in eV: 3.1453
Orbital gap (spin up / spin down) in eV: 8.726 / 8.725
Net charge: +1
HOMO energy (spin up / spin down) in eV: -13.72 / -13.72



[2]
DFT (ωB97M-V with the def2-TZVPD basis set) results for a gas-phase ion, C4H8NO2 (charge +1) in a non-equilibrium geometry.

Last column: natural (NBO) charge in e.
Positions of all 15 atoms, in Å:
C (-0.26497, -1.80272, -0.48366)  -0.647
C (0.07665, -0.50765, 0.28499)  -0.221
C (1.73545, -0.06324, -0.15019)  0.473
O (2.11972, 1.05020, 0.09971)  -0.424
N (-0.71110, 0.58835, -0.14025)  0.317
C (-0.71542, 1.87746, 0.49741)  -0.445
O (-1.41924, 0.45292, -1.11427)  -0.149
H (0.59543, -2.53823, -0.36461)  0.259
H (-1.22626, -2.07759, 0.05723)  0.249
H (-0.59973, -1.43608, -1.52390)  0.263
H (0.08621, -0.79555, 1.37454)  0.298
H (2.36649, -0.96433, -0.41027)  0.209
H (0.31500, 2.05045, 0.40644)  0.274
H (-1.05959, 1.65279, 1.58105)  0.276
H (-1.29866, 2.51319, -0.11421)  0.268

Results
LUMO level (spin up / spin down) in eV: -6.9 / -6.9
Structure (SMILES): C[C@@H](C=O)[N+](C)=O
DFT total energy in eV: -9851.24214
Energy relative to the best compared isomer or geometry (same formula, charge and spin) in eV: 5.0885
Orbital gap (spin up / spin down) in eV: 8.429 / 8.428
Net charge: +1
HOMO energy (spin up / spin down) in eV: -15.32 / -15.32



[3]
DFT (ωB97M-V with the def2-TZVPD basis set) results for a gas-phase ion, C4H8NO2 (charge +1) in a non-equilibrium geometry.

Last column: natural (NBO) charge in e.
Positions of all 15 atoms, in Å:
C (0.16838, 1.39400, 0.08366)  -0.544
C (1.53617, 1.06620, -0.61922)  -0.291
C (-0.38826, 0.11401, 0.48208)  0.526
C (-1.86058, -1.63935, 0.71870)  -0.260
N (1.36547, -0.22567, -1.14086)  0.113
O (2.04514, -0.61536, -2.03845)  -0.182
O (-1.51898, -0.28122, 0.22231)  -0.341
H (0.41005, 2.17104, 0.76558)  0.305
H (-0.54525, 1.83419, -0.57190)  0.261
H (1.88530, 1.68645, -1.35415)  0.253
H (2.30956, 0.83422, 0.15781)  0.257
H (0.41669, -0.56169, 0.85456)  0.203
H (-2.34848, -1.51995, 1.64390)  0.227
H (-0.90627, -2.12933, 0.91057)  0.210
H (-2.56894, -2.12755, -0.11457)  0.263

Results
LUMO level in eV: -5.3
DFT total energy in eV: -9850.99307
Energy relative to the best compared isomer or geometry (same formula, charge and spin) in eV: 5.3376
Orbital gap in eV: 8.396
Net charge: +1
HOMO energy in eV: -13.65



[4]
DFT (ωB97M-V with the def2-TZVPD basis set) results for a molecular structure, C4H8NO2 in a non-equilibrium geometry.

Last column: natural (NBO) charge in e.
Positions of all 15 atoms, in Å:
C (1.04890, 0.68481, -1.07333)  0.382
C (1.39424, -0.40650, 0.00222)  -0.544
C (-0.03692, -0.46817, 0.36689)  0.319
C (-0.94031, -0.68773, -0.67607)  -0.046
N (-0.40666, 0.17209, 1.56944)  -0.732
O (1.02612, 1.88144, -0.67542)  -0.577
O (-2.23895, -0.29873, -0.49096)  -0.688
H (1.65639, -1.33663, -0.42462)  0.271
H (2.02167, -0.00872, 0.76987)  0.240
H (-0.67396, -1.65500, -1.16786)  0.253
H (-0.21746, 0.20125, -1.36719)  0.236
H (1.40721, 2.16357, 0.14657)  0.502
H (0.32798, 0.34771, 2.22538)  0.417
H (-1.34112, 0.25433, 1.74127)  0.425
H (-3.02712, -0.84371, -0.94618)  0.544

Results
LUMO level in eV: -4.3
DFT total energy in eV: -9851.60297
Energy relative to the best compared isomer or geometry (same formula, charge and spin) in eV: 4.7277
Orbital gap in eV: 8.889
Net charge: +1
HOMO energy in eV: -13.21